Density functional theory data (ωB97M-V/def2-TZVPD) for a molecular structure, C32H46EuF7N2OPTe at a distorted geometry.

Positions of all 91 atoms, in Å:
C: 1.018 5.565 -1.586
C: -3.460 -0.932 4.666
H: -2.372 1.085 -3.134
H: -1.285 -0.653 5.744
H: 7.119 0.277 -5.227
C: 3.333 -0.498 -4.663
C: -0.108 4.550 -4.419
H: -0.600 -2.320 6.151
H: -0.125 4.915 1.008
H: 1.006 -2.550 2.529
C: -2.319 2.102 -3.620
H: 0.503 -0.923 5.729
H: 3.914 2.397 3.062
H: -3.768 -0.566 5.705
C: -1.947 3.229 -1.412
H: -3.324 2.468 -3.916
F: 0.679 0.232 0.902
C: -1.015 4.407 0.710
H: -1.800 1.980 -4.572
C: 6.026 0.026 -5.172
F: 3.311 3.932 1.846
H: -0.398 -0.852 3.360
C: 3.728 2.637 2.006
C: 5.393 -1.132 -5.670
Eu: 2.249 2.143 -2.636
C: 3.900 0.696 -4.191
O: 2.543 1.124 -0.829
H: -4.405 -4.245 4.667
F: 4.867 2.517 1.265
C: -1.616 -4.475 3.301
H: -2.232 -1.351 -0.748
F: 3.603 3.785 -2.853
H: -2.482 -3.596 -1.668
H: -1.673 -5.573 5.189
H: -0.072 -5.697 4.286
H: -2.338 1.797 0.084
P: -1.908 -2.661 3.197
H: 0.855 6.584 -1.990
H: -0.405 0.250 -1.563
C: -0.177 4.680 -1.840
N: 1.286 -0.225 -3.508
H: 5.902 -1.846 -6.326
C: -0.682 -0.629 -2.112
H: -3.475 3.164 0.105
C: 4.086 -1.504 -5.362
F: 3.213 -0.218 1.594
H: -3.556 1.919 -1.190
C: -1.549 -1.550 -1.560
C: -1.703 -2.852 -2.092
C: -0.591 4.050 -3.094
C: -2.907 2.478 -0.558
H: -0.561 -4.170 5.171
F: 1.441 1.497 2.853
F: 1.087 2.821 0.731
N: 2.046 -0.823 -4.415
C: -0.952 -4.909 1.965
H: 1.812 -1.965 4.032
C: 5.233 0.925 -4.446
C: -0.491 -1.368 5.487
C: 0.922 -2.473 3.616
H: 0.658 -2.433 -4.632
H: -4.393 -0.679 4.094
H: -1.883 4.985 1.001
H: -0.513 -5.900 2.134
H: -1.672 -4.982 1.191
H: -0.094 -4.349 1.629
C: -0.996 4.137 -0.806
H: 1.248 5.589 -0.523
H: -2.688 -2.796 5.509
H: 5.706 1.884 -4.159
H: -2.638 -0.318 4.211
C: -0.074 -2.228 -3.828
C: -3.251 -2.438 4.623
C: 0.135 -0.990 -3.204
C: -0.403 -1.795 3.995
H: -1.115 -4.122 -3.665
H: 3.651 -2.377 -5.856
H: 1.004 -3.551 3.968
H: -2.629 -4.947 3.247
H: 1.948 5.106 -2.076
H: -0.749 5.381 -4.796
H: -4.574 -3.273 3.147
C: -0.989 -3.165 -3.252
C: -0.962 -4.983 4.566
C: -4.514 -3.194 4.271
C: -1.659 3.117 -2.780
Te: 2.184 1.316 1.066
H: -0.047 3.740 -5.109
H: -5.421 -2.727 4.624
H: -0.979 3.440 1.214
H: 0.930 4.872 -4.395

Its total energy is -3450.259704 Eh. For the energy above the lowest of the compared OMol25 structures with the same formula, charge and spin, the calculation gives 43.2 kJ/mol. As for the total charge: -2. The LUMO energy (spin up / spin down) comes out at 0.1449 / 0.1045 Ha. Its frontier orbital gap (spin up / spin down) is 4.002 / 4.797 eV. Its spin multiplicity is 8.

=====

Density functional theory data (ωB97M-V/def2-TZVPD) for a molecular structure, C5H6N at a distorted geometry.

Positions of all 12 atoms, in Å:
C: -0.824 1.558 1.287
C: 0.166 0.440 0.030
H: -1.872 0.094 0.403
C: 0.956 -1.558 -1.301
C: 1.069 -0.214 -0.791
H: -1.393 2.336 1.851
N: 0.095 1.790 0.372
H: 1.822 0.281 -1.275
C: -0.995 0.065 0.911
H: 1.487 -1.756 -2.269
H: 0.485 -2.306 -0.746
H: -0.996 -0.730 1.528

Its total energy is -248.455216 Eh. For the energy above the lowest of the compared OMol25 structures with the same formula, charge and spin, the calculation gives 421.3 kJ/mol. As for the total charge: +1. The LUMO energy comes out at -0.2674 Ha. Its frontier orbital gap is 8.431 eV.

=====

Density functional theory data (ωB97M-V/def2-TZVPD) for C4H8O2 in the gas phase at a distorted geometry.

Positions of all 14 atoms, in Å:
C: -0.490 0.027 0.584
H: -2.488 -0.706 0.303
H: 1.437 1.213 -1.881
H: 2.423 0.300 0.573
C: 1.315 0.572 -1.012
O: -0.962 0.281 -1.712
H: -1.605 -1.537 1.643
C: -1.521 -1.046 0.669
H: -1.208 -1.793 -0.088
H: 1.555 -0.466 -1.284
C: -0.189 0.471 -0.744
H: 0.169 0.254 1.417
H: -0.482 1.504 -0.039
O: 2.115 1.048 0.047

Its total energy is -307.558756 Eh. For the energy above the lowest of the compared OMol25 structures with the same formula, charge and spin, the calculation gives 403.5 kJ/mol. As for the total charge: 0. The LUMO energy (spin up / spin down) comes out at -0.0076 / -0.0076 Ha. Its frontier orbital gap (spin up / spin down) is 8.654 / 8.653 eV.

=====

Density functional theory data (ωB97M-V/def2-TZVPD) for C8H10ClNO in the gas phase at a distorted geometry.

Positions of all 21 atoms, in Å:
H: 2.272 0.891 -1.974
C: -2.099 -0.907 0.948
C: -0.739 -0.853 0.760
H: -2.601 -1.695 1.511
C: -2.931 0.206 0.719
N: 1.387 0.939 -1.550
C: 1.238 0.342 -0.220
H: -0.542 2.178 -0.757
H: 0.845 1.734 -1.703
H: -3.906 0.048 1.063
C: 2.002 -1.049 -0.180
H: -2.753 2.398 -0.111
O: 2.094 -1.727 0.988
C: -0.195 0.304 0.082
H: 1.555 -1.684 -0.841
C: -2.376 1.394 0.124
C: -1.032 1.396 -0.120
H: 3.003 -0.835 -0.679
H: -0.051 -1.553 1.219
H: 2.226 -1.069 1.634
Cl: 2.114 1.252 1.190

Its total energy is -900.850515 Eh. As for the total charge: 0. The LUMO energy (spin up / spin down) comes out at 0.0314 / -0.1004 Ha. Its frontier orbital gap (spin up / spin down) is 6.205 / 6.940 eV. Its spin multiplicity is 3.

=====

Density functional theory data (ωB97M-V/def2-TZVPD) for 6 unconnected molecules or ions with the total composition C19H41BrN5O9P at a distorted geometry.

Positions of all 76 atoms, in Å:
H: -4.961 3.612 1.056
C: 2.974 -3.617 -3.506
H: -1.082 -3.482 -5.041
H: 1.428 1.638 8.658
C: 3.306 -4.768 -2.584
H: 1.483 0.372 -1.739
H: 4.419 3.168 -2.336
C: -1.058 -2.940 -4.103
O: 0.875 3.503 0.624
H: 1.490 -2.036 -7.092
C: 5.456 -5.198 -3.846
H: 1.489 -0.084 0.913
H: -6.237 5.718 1.438
H: -1.716 0.402 0.089
H: 5.567 -6.086 -4.471
H: 0.924 -3.462 -6.210
C: 1.992 0.897 -2.546
O: 1.656 -0.712 -4.976
C: 0.739 -2.404 -6.400
C: 3.690 2.577 -4.244
O: -2.196 -0.101 0.758
H: 0.090 -1.347 -3.299
H: 4.627 -6.193 -2.165
H: -8.408 3.222 2.347
O: 1.595 0.307 6.549
H: -0.245 -2.287 -6.855
H: 0.092 -1.540 6.433
C: 3.013 1.824 -1.937
H: 2.878 -3.969 -4.535
H: -6.355 5.212 -0.253
O: -5.878 1.531 1.744
P: -2.696 0.804 2.026
H: 1.258 1.460 -3.122
C: 0.807 0.022 7.433
H: 1.458 -0.440 2.738
H: 6.422 -4.976 -3.392
O: -2.628 3.348 1.256
H: 0.936 0.208 9.576
H: -2.032 -2.480 -3.935
H: -8.530 2.711 0.647
C: -6.560 2.511 1.497
H: 4.658 2.294 -4.660
H: 2.938 1.882 -4.605
H: -1.042 -0.921 9.134
C: 0.359 2.394 1.317
C: 1.362 1.620 2.119
H: -2.004 -1.525 7.776
C: -1.017 -1.536 8.242
H: -0.863 -3.644 -3.292
H: 2.470 0.171 -3.192
H: 1.723 3.228 0.249
C: 0.708 0.828 8.708
H: -0.085 1.712 0.573
O: 2.570 -5.090 -1.668
H: -0.291 1.252 8.820
N: -0.024 -1.048 7.305
H: 3.739 -2.843 -3.455
H: 3.445 3.580 -4.596
Br: -1.524 0.008 3.774
N: -5.969 3.671 1.107
H: -8.375 1.503 1.930
N: 4.466 -5.440 -2.813
C: -6.601 4.932 0.773
H: -0.786 -2.564 8.527
H: 1.993 2.173 2.809
N: 3.753 2.565 -2.793
C: -8.068 2.493 1.610
N: -0.026 -1.916 -4.122
C: -1.920 2.527 1.757
O: -0.662 2.867 2.180
C: 0.835 -1.607 -5.122
C: 1.460 0.289 1.936
H: 2.028 -3.190 -3.193
O: 3.183 1.913 -0.725
H: 5.164 -4.363 -4.474
H: -7.679 4.864 0.868

Its total energy is -4614.886498 Eh. For the energy above the lowest of the compared OMol25 structures with the same formula, charge and spin, the calculation gives 42.9 kJ/mol. Its SMILES is C=C[C@H](O)OC(=O)P(O)Br.CNC(C)=O.CNC(C)=O.CNC(C)=O.CNC(C)=O.CNC(C)=O. As for the total charge: 0. The LUMO energy comes out at 0.0087 Ha. Its frontier orbital gap is 8.535 eV.

=====

Q: Which formula does entry 5 have?
A: C19H41BrN5O9P

=====

Q: The lowest total charge belongs to which entry?
A: C32H46EuF7N2OPTe